#w
{
  "formula": "C5H7NO2",
  "method": "wB97M-V/def2-TZVPD",
  "elements": ["C", "C", "C", "C", "O", "N", "C", "O", "H", "H", "H", "H", "H", "H", "H"],
  "positions_angstrom": [[-0.04992, 0.52816, -1.38422], [-0.26687, -1.75362, 0.15759], [-0.16205, -0.26051, -0.05488], [0.71245, 0.55753, 0.79989], [1.93702, 0.86964, 0.42873], [-0.78216, 1.65078, -0.70329], [-1.32446, 0.77710, 0.21043], [-2.22664, 0.81524, 1.01169], [2.32788, 1.53292, 1.01663], [0.95001, 0.78022, -1.73777], [-0.63031, 0.10406, -2.20711], [0.43138, 0.79187, 1.82628], [-1.04909, -2.15873, -0.48507], [-0.53904, -1.97119, 1.19273], [0.67178, -2.26347, -0.07162]],
  "mulliken_charge": [-0.29, -1.48, 0.78, -0.21, -0.37, -0.60, 0.36, -0.62, 0.39, 0.27, 0.29, 0.42, 0.33, 0.36, 0.37],
  "homo_ha": [-0.311, -0.311],
  "orbital_gap_ev": [7.7, 7.7],
  "multiplicity": 1
}


#x
{
  "formula": "C5H7NO2",
  "method": "wB97M-V/def2-TZVPD",
  "elements": ["C", "C", "C", "C", "C", "N", "O", "O", "H", "H", "H", "H", "H", "H", "H"],
  "positions_angstrom": [[-2.02430, 0.70909, 0.03980], [-0.99723, -0.27558, 0.61728], [-2.28269, 1.16586, -1.17205], [1.64205, -0.34304, -0.45494], [2.52999, -0.22233, 0.83765], [0.36286, -0.70180, 0.07763], [-1.31388, -0.99172, 1.50694], [2.50441, 0.65594, 1.57686], [-3.26379, 1.56035, -1.27764], [-1.71185, 1.10740, -2.10735], [2.02771, -1.19248, -0.99965], [1.63959, 0.53583, -1.04452], [3.23259, -1.17587, 0.98045], [0.51964, -1.49666, 0.59015], [-2.86510, 0.66503, 0.82939]],
  "mulliken_charge": [-0.28, 0.51, -0.53, -0.42, 0.01, -0.27, -0.52, -0.37, 0.24, 0.26, 0.27, 0.40, 0.25, 0.20, 0.24],
  "smiles": "C=CC(=O)NCC=O",
  "homo_ha": -0.332,
  "orbital_gap_ev": 9.5,
  "multiplicity": 1
}


#y
{
  "formula": "C5H7NO2",
  "method": "wB97M-V/def2-TZVPD",
  "elements": ["C", "C", "C", "C", "C", "N", "O", "O", "H", "H", "H", "H", "H", "H", "H"],
  "positions_angstrom": [[-0.28677, -0.41923, -0.03572], [0.57741, 1.33269, 0.75344], [0.77519, -0.80924, -1.01662], [0.33036, -0.01563, 1.30679], [0.05172, 1.32483, -0.59657], [-1.51677, -1.09892, -0.05358], [1.35820, 0.47575, -1.20008], [-0.51088, 2.16877, -1.26047], [0.76075, 2.21756, 1.36345], [-1.87461, -1.25102, -0.98863], [-2.23489, -0.67639, 0.52332], [1.49685, -1.54016, -0.63390], [0.37120, -1.18604, -1.96564], [1.17040, -0.56612, 1.74510], [-0.46814, 0.04314, 2.05911]],
  "mulliken_charge": [0.60, -0.45, -0.54, -0.63, 0.54, -0.55, -0.43, -0.62, 0.41, 0.27, 0.25, 0.27, 0.32, 0.27, 0.27],
  "homo_ha": [-0.304, -0.298],
  "orbital_gap_ev": [8.0, 6.7],
  "multiplicity": 1
}


Relative to the most stable one, in kcal/mol, the structures come out at #w 17.8; #x 0.0; #y 46.3.


#w
{
  "formula": "C3H5NO2",
  "method": "wB97M-V/def2-TZVPD",
  "elements": ["O", "C", "C", "O", "C", "N", "H", "H", "H", "H", "H"],
  "positions_angstrom": [[0.36522, 1.47810, 1.15439], [0.33661, 0.51992, 0.15619], [1.08988, -0.76601, 0.24659], [0.27597, -1.36583, -0.74576], [-0.90129, -0.02291, -0.38397], [-2.09372, 0.23095, -0.56065], [-0.48957, 1.52504, 1.62017], [0.81350, 0.34833, -1.31015], [2.13510, -0.60927, -0.02812], [1.07742, -1.24642, 1.22554], [-2.60914, -0.09189, -1.37424]],
  "mulliken_charge": [-0.53, -0.13, -0.24, -0.49, 0.43, -0.52, 0.34, 0.32, 0.27, 0.26, 0.30],
  "homo_ha": -0.356,
  "orbital_gap_ev": 10.0,
  "multiplicity": 1
}


#x
{
  "formula": "C3H5NO2",
  "method": "wB97M-V/def2-TZVPD",
  "elements": ["N", "C", "O", "C", "C", "O", "H", "H", "H", "H", "H"],
  "positions_angstrom": [[0.33723, -1.84156, 0.40191], [-0.34147, -0.71070, 0.74619], [-0.29381, -0.16378, 1.83288], [-1.21874, -0.32939, -0.43645], [0.21057, 1.59603, -0.60899], [-0.81966, 0.69632, -1.10167], [0.07861, -2.27714, -0.46918], [0.72693, -2.42649, 1.12355], [-0.14260, 1.98279, 0.34506], [0.29459, 2.38664, -1.35331], [1.16836, 1.08729, -0.47998]],
  "mulliken_charge": [-0.39, 0.86, -0.61, -0.47, -0.66, -0.08, 0.23, 0.25, 0.32, 0.25, 0.29],
  "homo_ha": -0.317,
  "orbital_gap_ev": 9.0,
  "multiplicity": 1
}


#y
{
  "formula": "C3H5NO2",
  "method": "wB97M-V/def2-TZVPD",
  "elements": ["O", "C", "C", "O", "C", "N", "H", "H", "H", "H", "H"],
  "positions_angstrom": [[1.66361, 0.36314, 0.43329], [0.67493, -0.46420, -0.15282], [-0.64960, 0.20322, 0.22107], [-0.63222, 1.55599, -0.15171], [-1.77420, -0.46342, -0.46020], [-2.63782, -1.02462, -0.98437], [2.42634, -0.16127, 0.69228], [0.77833, -0.48581, -1.24591], [0.70487, -1.49198, 0.22926], [-0.79749, 0.08878, 1.30658], [0.24323, 1.88015, 0.11254]],
  "mulliken_charge": [-0.54, -0.47, 0.34, -0.51, 0.10, -0.39, 0.31, 0.28, 0.35, 0.17, 0.36],
  "smiles": "N#C[C@H](O)CO",
  "homo_ha": -0.403,
  "orbital_gap_ev": 11.3,
  "multiplicity": 1
}


Relative to the most stable one, in kcal/mol, the structures come out at #w 102.7; #x 42.8; #y 0.0.


#w
{
  "formula": "C3H5NO2",
  "method": "wB97M-V/def2-TZVPD",
  "elements": ["O", "C", "C", "N", "C", "O", "H", "H", "H", "H", "H"],
  "positions_angstrom": [[-0.92552, 1.82249, -0.70376], [-0.48735, 1.49122, 0.49233], [0.21662, 0.18111, 0.56034], [0.16766, -0.45886, -0.57259], [0.58354, -1.81424, -0.72028], [0.82749, -2.57384, 0.17579], [0.00900, 2.25560, 1.10961], [0.60588, -0.26646, 1.47322], [-1.27338, 1.07210, 1.21108], [-0.38655, 0.38997, -1.26272], [0.66260, -2.09910, -1.76302]],
  "mulliken_charge": [-0.77, -0.12, -0.23, -0.17, 0.04, -0.44, 0.35, 0.39, 0.16, 0.40, 0.39],
  "homo_ha": -0.329,
  "orbital_gap_ev": 8.2,
  "multiplicity": 1
}


#x
{
  "formula": "C3H5NO2",
  "method": "wB97M-V/def2-TZVPD",
  "elements": ["N", "C", "O", "C", "C", "O", "H", "H", "H", "H", "H"],
  "positions_angstrom": [[1.57465, 0.81781, 1.00021], [1.07418, 0.79658, -0.14400], [0.16212, -1.16951, -0.88042], [-0.83307, -1.09559, 0.01808], [-1.18777, 0.34769, -0.11678], [-0.29415, 1.24922, -0.23431], [2.56336, 0.61033, 0.96164], [1.49204, 0.71276, -1.14312], [-0.61020, -1.34459, 1.08197], [-1.74926, -1.66414, -0.24794], [-2.19190, 0.73944, -0.29534]],
  "mulliken_charge": [-0.60, 0.23, -0.71, -0.33, 0.11, -0.26, 0.27, 0.37, 0.25, 0.30, 0.39],
  "homo_ha": [-0.316, -0.315],
  "orbital_gap_ev": [7.9, 7.9],
  "multiplicity": 1
}


#y
{
  "formula": "C3H5NO2",
  "method": "wB97M-V/def2-TZVPD",
  "elements": ["O", "C", "C", "N", "C", "O", "H", "H", "H", "H", "H"],
  "positions_angstrom": [[1.18550, -1.52581, 0.27221], [1.39254, -0.44094, 0.75103], [0.57808, 0.80061, 0.43321], [-0.40534, 0.59787, -0.61171], [-1.42411, -0.19984, -0.42680], [-2.07084, -0.89088, 0.27132], [2.20976, -0.27556, 1.48527], [0.12241, 1.15613, 1.36947], [1.26479, 1.59061, 0.10746], [-1.04856, 0.42211, -1.82256], [-1.88891, -0.08528, -1.82457]],
  "mulliken_charge": [-0.45, 0.12, -0.54, -0.26, 0.26, -0.42, 0.32, 0.30, 0.33, 0.30, 0.03],
  "homo_ha": -0.370,
  "orbital_gap_ev": 10.8,
  "multiplicity": 1
}


Relative to the most stable one, in kcal/mol, the structures come out at #w 0.0; #x 31.6; #y 28.9.


#w
{
  "formula": "C3H5NO2",
  "method": "wB97M-V/def2-TZVPD",
  "elements": ["N", "C", "O", "C", "C", "O", "H", "H", "H", "H", "H"],
  "positions_angstrom": [[-1.45210, 0.26813, 1.22520], [-0.94377, -0.21467, 0.05701], [-1.62255, -0.57899, -0.88318], [0.57107, -0.28253, 0.08403], [1.35517, -0.07141, -1.12533], [1.21196, 0.96534, -0.16153], [-0.85871, 0.76928, 1.86807], [-2.44917, 0.41015, 1.28421], [0.99452, -0.85650, 0.90956], [2.35536, -0.49848, -1.19014], [0.83822, 0.08968, -2.06789]],
  "mulliken_charge": [-0.39, 0.38, -0.59, 0.05, -0.35, -0.39, 0.23, 0.24, 0.35, 0.25, 0.22],
  "smiles": "NC(=O)[C@H]1CO1",
  "homo_ha": -0.364,
  "orbital_gap_ev": 10.8,
  "multiplicity": 1
}


#x
{
  "formula": "C3H5NO2",
  "method": "wB97M-V/def2-TZVPD",
  "elements": ["C", "C", "O", "N", "C", "O", "H", "H", "H", "H", "H"],
  "positions_angstrom": [[-1.31374, 0.04676, -0.27595], [-0.11385, -0.39542, 0.50702], [0.79334, 0.64887, 0.75071], [0.17596, -1.51150, 1.00253], [1.70300, 0.88873, -0.21187], [1.75488, 0.33764, -1.27654], [-1.01704, 0.23938, -1.31226], [-1.71518, 0.97453, 0.14251], [-2.09213, -0.71996, -0.26338], [-0.56216, -2.18562, 0.80496], [2.38693, 1.67659, 0.13226]],
  "mulliken_charge": [-0.98, 0.80, -0.32, -0.66, 0.13, -0.47, 0.28, 0.29, 0.35, 0.25, 0.34],
  "smiles": "[H]/N=C(\\C)OC=O",
  "homo_ha": -0.397,
  "orbital_gap_ev": 11.7,
  "multiplicity": 1
}


Relative to the most stable one, in kcal/mol, the structures come out at #w 14.6; #x 0.0.


#w
{
  "formula": "C3H10N2O",
  "method": "wB97M-V/def2-TZVPD",
  "elements": ["C", "C", "N", "C", "N", "H", "H", "H", "H", "H", "H", "H", "H", "H", "H", "O"],
  "positions_angstrom": [[0.25988, 2.03277, 0.66696], [-0.05907, 0.72807, 1.38964], [0.12473, -1.82543, -0.20070], [-0.96553, -0.99434, -0.05652], [-1.10258, 0.04077, 0.65854], [-0.69883, 2.54391, 0.54173], [0.68847, 1.90892, -0.32058], [0.89230, 2.66471, 1.29329], [-0.41657, 0.84612, 2.42632], [0.89214, 0.16294, 1.44923], [0.87354, -1.92960, 0.46376], [-0.00270, -2.70960, -0.66084], [-1.90374, -1.21833, -0.55731], [0.97265, -1.19502, -1.96872], [-0.15084, -0.28039, -2.37018], [0.59615, -0.77549, -2.75462]],
  "mulliken_charge": [-1.11, -0.20, -0.51, -0.11, -0.42, 0.31, 0.27, 0.35, 0.29, 0.20, 0.19, 0.27, 0.42, 0.41, 0.30, -0.67],
  "smiles": "CC/N=C\\N.O",
  "homo_ha": -0.343,
  "orbital_gap_ev": 10.1,
  "multiplicity": 1
}


#x
{
  "formula": "C3H10N2O",
  "method": "wB97M-V/def2-TZVPD",
  "elements": ["C", "O", "H", "H", "H", "H", "N", "N", "C", "C", "H", "H", "H", "H", "H", "H"],
  "positions_angstrom": [[2.36082, -0.26674, -0.76573], [1.38078, -0.34298, 0.21892], [-0.10883, -1.10228, -0.26947], [1.97570, -0.00563, -1.76357], [3.14712, 0.44469, -0.47186], [2.86993, -1.24187, -0.85654], [-2.22732, -0.45060, -0.23708], [-0.50748, 1.64568, 0.20245], [-0.96676, -0.73026, 0.42929], [-0.23664, 0.48229, 0.83969], [-2.38642, -1.09292, -1.00265], [-3.00627, -0.50922, 0.40851], [-0.09144, 2.49623, 0.54820], [-1.34984, 1.63890, -0.36160], [-0.99236, -1.48606, 1.22189], [0.13900, 0.52078, 1.85954]],
  "mulliken_charge": [-0.67, -0.60, 0.27, 0.27, 0.22, 0.21, -0.59, -0.35, -0.28, 0.06, 0.22, 0.19, 0.23, 0.28, 0.28, 0.27],
  "homo_ha": -0.292,
  "orbital_gap_ev": 8.7,
  "multiplicity": 1
}


#y
{
  "formula": "C3H10N2O",
  "method": "wB97M-V/def2-TZVPD",
  "elements": ["C", "C", "N", "C", "N", "H", "H", "H", "H", "H", "H", "H", "H", "H", "H", "O"],
  "positions_angstrom": [[-0.02798, 1.84025, -0.70490], [-0.18680, 1.05143, 0.58086], [1.68736, -1.95182, -0.56946], [0.85990, -0.87254, -0.47924], [0.46313, -0.27916, 0.59459], [-0.13331, 2.91245, -0.44358], [0.93652, 1.55134, -1.14670], [-0.76173, 1.69033, -1.51906], [0.32436, 1.55562, 1.41073], [-1.21336, 1.13325, 0.94890], [2.31038, -2.27424, 0.15850], [1.52982, -2.66501, -1.26963], [0.50313, -0.55102, -1.46850], [-2.56657, -1.60155, 1.21212], [-1.39359, -0.82599, 1.17144], [-2.33125, -0.71334, 1.52393]],
  "mulliken_charge": [-1.32, 0.05, -0.37, 0.00, -0.80, 0.34, 0.37, 0.30, 0.21, 0.32, 0.22, 0.23, 0.35, 0.33, 0.41, -0.65],
  "smiles": "CC/N=C/N.O",
  "homo_ha": -0.333,
  "orbital_gap_ev": 9.9,
  "multiplicity": 1
}


#z
{
  "formula": "C3H10N2O",
  "method": "wB97M-V/def2-TZVPD",
  "elements": ["C", "C", "N", "H", "H", "H", "H", "H", "H", "N", "C", "O", "H", "H", "H", "H"],
  "positions_angstrom": [[-2.33822, 1.23355, -0.93704], [-2.45768, 0.69725, -2.15695], [-1.83727, 0.59523, 0.17974], [-2.42342, 2.31439, -0.91322], [-2.50102, 1.28958, -3.05773], [-2.57774, -0.36992, -2.33346], [1.45244, 0.27744, -0.63437], [-1.29639, 1.14624, 0.81380], [-1.84925, -0.40278, 0.26159], [2.38044, -1.51159, 1.80017], [2.47728, -0.45148, 0.84042], [1.32495, -0.44129, -0.00607], [1.98562, -1.23208, 2.68826], [1.76098, -2.25377, 1.48464], [2.56609, 0.49878, 1.36080], [3.35803, -0.66955, 0.23094]],
  "mulliken_charge": [0.14, -0.83, -0.41, 0.27, 0.23, 0.22, 0.28, 0.20, 0.19, -0.61, -0.16, -0.51, 0.23, 0.25, 0.28, 0.24],
  "smiles": "C=CN.NCO",
  "homo_ha": -0.289,
  "orbital_gap_ev": 8.7,
  "multiplicity": 1
}


Relative to the most stable one, in kcal/mol, the structures come out at #w 0.0; #x 49.5; #y 8.3; #z 19.7.


#w
{
  "formula": "C3H10N2O",
  "method": "wB97M-V/def2-TZVPD",
  "elements": ["N", "C", "O", "H", "H", "H", "H", "C", "C", "N", "H", "H", "H", "H", "H", "H"],
  "positions_angstrom": [[0.26876, 1.63896, -0.80485], [-0.20621, 1.84423, 1.05624], [0.03545, 0.87599, 1.81864], [-0.64361, 1.61484, -1.25203], [0.65825, 2.55065, -0.98839], [0.41462, 2.77268, 1.14383], [-1.25056, 2.11715, 0.80827], [-0.01392, -1.71619, -0.69729], [-0.88826, -2.40541, 0.03707], [0.89982, -0.76875, -0.11942], [-0.05373, -1.77730, -1.77837], [-1.67417, -2.96626, -0.48240], [-0.85672, -2.40426, 1.11957], [0.69472, -0.55307, 0.89870], [1.88623, -1.09665, -0.21361], [0.72933, 0.27339, -0.54595]],
  "mulliken_charge": [-1.04, -0.08, -0.73, 0.23, 0.22, 0.22, 0.25, -0.09, -0.66, -0.32, 0.37, 0.24, 0.25, 0.31, 0.33, 0.50],
  "homo_ha": -0.299,
  "orbital_gap_ev": 9.0,
  "multiplicity": 1
}


#x
{
  "formula": "C3H10N2O",
  "method": "wB97M-V/def2-TZVPD",
  "elements": ["C", "O", "C", "H", "H", "H", "H", "H", "N", "C", "N", "H", "H", "H", "H", "H"],
  "positions_angstrom": [[1.81591, 0.63504, 0.09997], [1.28841, -0.35392, 0.92114], [1.73576, 0.28365, -1.40229], [2.86783, 0.81966, 0.32658], [1.25122, 1.57221, 0.24347], [2.50684, 0.67041, -2.05647], [0.78453, 0.51530, -1.82924], [1.64942, -0.80792, -1.42003], [-2.88951, 0.00649, 0.77098], [-1.53304, -0.11400, 0.74295], [-0.87824, -1.06710, 0.21117], [-3.41491, -0.85806, 0.73162], [-3.24730, 0.65392, 1.45888], [-0.97694, 0.72305, 1.15938], [0.40587, -0.92748, 0.40274], [-1.36584, -1.75128, -0.36086]],
  "mulliken_charge": [-0.19, -0.70, -1.08, 0.31, 0.16, 0.36, 0.29, 0.31, -0.44, 0.20, -0.43, 0.25, 0.26, 0.22, 0.32, 0.17],
  "homo_ha": -0.302,
  "orbital_gap_ev": 8.8,
  "multiplicity": 1
}


#y
{
  "formula": "C3H10N2O",
  "method": "wB97M-V/def2-TZVPD",
  "elements": ["O", "C", "C", "H", "H", "H", "H", "N", "C", "N", "H", "H", "H", "H", "H", "H"],
  "positions_angstrom": [[-0.47803, -0.46029, 4.72045], [-0.61737, 0.29725, 3.78744], [0.00967, 0.16961, 2.49022], [-1.16418, 1.16972, 3.96136], [0.98753, -0.49452, 2.69638], [0.21674, 1.14653, 2.07611], [-0.61535, -0.43534, 1.79178], [1.05909, -0.14639, -3.17874], [0.41066, -0.59010, -1.91993], [-0.94169, 0.12415, -1.86031], [0.73988, -0.42438, -4.08630], [1.30045, 0.78775, -3.21252], [0.18212, -1.68878, -1.80309], [1.17123, -0.36250, -1.07559], [-0.85004, 1.13083, -1.78896], [-1.41071, -0.22353, -2.59831]],
  "mulliken_charge": [-0.49, 0.04, -0.68, 0.35, 0.24, 0.29, 0.24, -0.56, -0.20, -0.58, 0.20, 0.18, 0.29, 0.22, 0.22, 0.22],
  "smiles": "CC=O.NCN",
  "homo_ha": -0.317,
  "orbital_gap_ev": 9.5,
  "multiplicity": 1
}


Relative to the most stable one, in kcal/mol, the structures come out at #w 35.9; #x 0.0; #y 11.9.